Formula: C22H32N4O
Source: OMol25
Level of theory: the ωB97M-V functional and the def2-TZVPD basis

Geometry (Å):
O1 -0.7510 -1.3388 2.8892
C1 0.3569 -1.3620 2.0173
C2 -0.0127 -0.9911 0.5815
C3 -0.5666 0.4491 0.4980
C4 0.5997 1.4352 0.3691
N1 1.2902 1.2229 -0.8919
C5 2.4727 2.0644 -0.9975
C6 3.5023 1.7152 0.0267
C7 4.1392 2.5778 0.8770
C8 4.9690 1.8167 1.7308
C9 4.7947 0.5118 1.3898
N2 3.9136 0.4379 0.3402
C10 3.5299 -0.7829 -0.2056
C11 3.1616 -0.9387 -1.5437
C12 2.7929 -2.1976 -1.9781
C13 2.8162 -3.2618 -1.0871
C14 3.2392 -3.0085 0.2067
N3 3.5839 -1.8099 0.6368
C15 0.3739 1.4402 -1.9942
C16 -0.8230 0.4960 -1.8774
N4 -1.4643 0.7220 -0.6051
C17 -2.8774 0.4235 -0.5032
C18 -3.2695 -1.0485 -0.2915
C19 -4.7864 -1.1992 -0.3708
C20 -5.4655 -0.3305 0.6836
C21 -5.0566 1.1301 0.5172
C22 -3.5389 1.2705 0.5901
H1 -1.4044 -1.9705 2.5676
H2 0.8326 -2.3534 2.0291
H3 1.0671 -0.6429 2.4289
H4 -0.7541 -1.7024 0.2132
H5 0.8741 -1.0721 -0.0440
H6 -1.0976 0.6636 1.4286
H7 1.3097 1.2861 1.1838
H8 0.2047 2.4642 0.4340
H9 2.2238 3.1332 -0.8619
H10 2.8776 1.9605 -2.0115
H11 4.0236 3.6441 0.8885
H12 5.6081 2.1975 2.5022
H13 5.2253 -0.3836 1.7882
H14 3.1797 -0.1089 -2.2253
H15 2.4985 -2.3501 -3.0066
H16 2.5308 -4.2556 -1.3931
H17 3.3077 -3.7991 0.9427
H18 0.8991 1.2508 -2.9348
H19 0.0026 2.4809 -2.0041
H20 -1.5296 0.7206 -2.6802
H21 -0.4748 -0.5418 -2.0071
H22 -3.3060 0.7411 -1.4635
H23 -2.7940 -1.6741 -1.0512
H24 -2.9337 -1.3749 0.6943
H25 -5.0635 -2.2462 -0.2248
H26 -5.1292 -0.8998 -1.3642
H27 -6.5502 -0.4265 0.6015
H28 -5.1736 -0.6751 1.6785
H29 -5.5216 1.7363 1.2974
H30 -5.4115 1.4986 -0.4482
H31 -3.2454 2.3131 0.4605
H32 -3.1999 0.9426 1.5738

Summary:
SMILES string: OCC[C@H]1CN(Cc2cccn2-c2ccccn2)CCN1C1CCCCC1
HOMO level, eV: -7.97
ΔE to the lowest compared entry with this formula, charge and spin, kcal/mol: 43.0